99
Properties=species:S:1:pos:R:3 method="wB97M-V/def2-TZVPD" spin_multiplicity=1 charge=-2
Hg 15.33151 16.30286 10.79594
Se 14.70310 20.43377 17.55096
Sb 14.01734 18.84085 19.57538
Se 16.03070 18.77081 18.02327
Se 15.13721 16.63146 16.89589
Se 14.48313 19.46967 21.80546
F 13.87672 13.67366 4.76581
Sb 14.12538 15.45600 4.21250
F 12.19615 15.66514 4.31712
F 14.04414 14.77875 2.42812
F 14.17336 16.01499 6.00895
F 16.00975 15.08601 4.43916
F 14.35134 17.24075 3.59652
C 7.51345 13.26682 14.49931
C 7.96132 14.43181 13.57356
C 9.10405 13.99405 12.62398
C 10.40601 13.91422 13.41988
N 10.92454 15.20619 13.89386
C 11.56990 16.16385 13.16047
Se 11.89062 15.99631 11.37397
N 11.90424 17.20421 13.99742
C 12.75820 18.32040 13.61446
C 11.92461 19.56300 13.26814
C 10.82169 19.43994 12.21334
C 11.18252 19.78738 10.76259
C 11.46753 16.98358 15.29834
C 11.47676 17.68970 16.49581
C 10.85183 17.15301 17.60191
C 10.09393 15.96886 17.46111
C 10.01580 15.20809 16.30295
C 10.78586 15.71676 15.19169
H 6.87664 13.55992 15.30127
H 8.39422 12.73952 14.96815
H 6.99020 12.52402 13.87053
H 8.40915 15.31947 14.08026
H 7.11490 14.85680 13.11266
H 9.23430 14.75602 11.84866
H 8.80003 13.07521 12.16875
H 11.20508 13.51232 12.75512
H 10.28951 13.27900 14.31184
H 13.36504 18.00689 12.73743
H 13.45406 18.44292 14.40511
H 12.60074 20.35898 12.97696
H 11.40428 19.83622 14.20247
H 10.00439 20.08517 12.48384
H 10.49518 18.41577 12.27452
H 11.33156 20.86085 10.79115
H 10.35539 19.65021 10.07865
H 12.05847 19.27722 10.40817
H 12.02774 18.62641 16.62180
H 10.87840 17.68011 18.54850
H 9.70068 15.55805 18.42086
H 9.47864 14.22938 16.36029
C 14.17210 9.47824 14.94490
C 13.68979 10.77217 15.01007
C 14.58145 11.81570 14.76873
C 15.97413 11.59334 14.52631
C 16.37923 10.27191 14.35614
C 15.48566 9.23334 14.61519
P 17.07609 13.02333 14.31640
C 17.50360 13.15570 16.12162
C 17.43880 14.40373 16.63764
C 17.79221 14.71909 17.97277
C 18.28082 13.67910 18.76420
C 18.34527 12.38565 18.20793
C 17.90379 12.11476 16.93513
C 18.66798 12.27579 13.64641
C 19.79874 11.97017 14.39737
C 20.86365 11.34875 13.78191
C 20.80493 10.95958 12.43597
C 19.70013 11.26096 11.70590
C 18.63463 11.90992 12.33055
H 13.48146 8.63888 15.08087
H 12.63950 10.96871 15.08356
H 14.20314 12.83897 14.70860
H 17.35275 10.06012 13.94777
H 15.83696 8.17562 14.63628
H 16.90616 15.12648 16.01429
H 17.76217 15.71966 18.28752
H 18.58119 13.85562 19.76923
H 18.71936 11.52064 18.84108
H 17.77174 11.09849 16.60905
H 19.74776 12.28387 15.44878
H 21.74282 11.12919 14.32792
H 21.76485 10.59551 12.05826
H 19.70857 11.04732 10.61561
H 17.73590 12.19632 11.78215
Br 15.29999 10.45565 9.36942
C 13.98286 9.58232 10.46182
C 14.24946 8.31514 11.03960
C 13.31152 7.70211 11.89399
C 12.09831 8.32694 12.11531
C 11.82991 9.55905 11.54408
C 12.76251 10.23271 10.78523
I 12.42468 12.12872 9.88583
H 15.21207 7.90587 10.84200
H 13.52997 6.69821 12.23968
H 11.36069 7.75306 12.67023
H 10.90407 10.01786 11.78018

13
Properties=species:S:1:pos:R:3 method="wB97M-V/def2-TZVPD" spin_multiplicity=1 charge=0
C -1.58495 1.06080 -1.84574
C 1.51499 -1.56704 0.74069
C 0.18916 1.21489 -0.97298
C 0.16258 -1.41833 0.97494
N -2.55904 0.89565 -2.39800
N 2.65021 -1.53098 0.58135
O 0.69931 1.17946 1.60114
O -1.73498 0.58410 0.86402
S -0.28135 0.52036 0.79324
Cl 0.60341 2.87369 -0.87521
Cl -0.20938 -1.52209 2.64648
Br 1.38708 0.06754 -1.81735
Br -0.83704 -2.35806 -0.29256

What are the energy relative to the best compared isomer or geometry (same formula, charge and spin) values for these records? In order: 21.1; 10.4 kcal/mol.